1.
Below is C19H21BrFN2O9Ti as an isolated structure at a distorted geometry, with properties calculated with ωB97M-V with the def2-TZVPD basis set.

Output
- LUMO level (spin up / spin down): -0.0275 / -0.0345 hartree
- Molecular weight: 568.15 g mol⁻¹
- Maximum force: 2.7 eV/Å
- Total energy: -137327.487 eV
- Frontier orbital gap (spin up / spin down): 7.376 / 8.452 eV
- Multiplicity: 2
- Total charge: 0

CARTESIAN COORDINATES (ANGSTROEM)
Ti (0.086, 0.300, -0.297)
C (2.857, 1.357, -1.581)
O (2.554, 0.124, -0.937)
C (2.883, -0.971, -1.800)
C (2.678, -2.292, -1.113)
O (1.355, -2.506, -0.686)
C (0.474, -3.058, -1.652)
C (-0.896, -3.117, -1.024)
O (-1.530, -1.847, -0.948)
C (-2.290, -1.542, -2.101)
H (3.932, 1.417, -1.783)
H (2.560, 2.165, -0.915)
H (2.293, 1.432, -2.515)
H (3.944, -0.889, -2.075)
H (2.274, -0.889, -2.704)
H (3.299, -2.363, -0.216)
H (3.011, -3.082, -1.804)
H (0.799, -4.076, -1.917)
H (0.456, -2.442, -2.557)
H (-0.803, -3.486, 0.001)
H (-1.544, -3.815, -1.568)
H (-3.095, -2.277, -2.223)
H (-1.666, -1.513, -2.997)
H (-2.728, -0.556, -1.962)
O (0.967, 1.613, 0.876)
C (1.464, 1.517, 1.980)
C (1.395, 0.329, 2.773)
C (2.034, 0.356, 4.040)
C (1.978, -0.765, 4.799)
C (1.315, -1.944, 4.407)
C (0.685, -1.978, 3.195)
C (0.727, -0.831, 2.361)
O (0.133, -0.871, 1.219)
N (2.673, -0.741, 6.135)
O (2.685, -1.782, 6.760)
O (3.119, 0.320, 6.516)
H (1.976, 2.405, 2.364)
H (2.548, 1.242, 4.385)
H (1.316, -2.800, 5.064)
H (0.161, -2.856, 2.853)
F (0.195, -0.127, -2.154)
Br (-4.542, 5.200, -4.164)
C (-4.291, 4.127, -2.643)
C (-5.347, 3.938, -1.760)
N (-5.266, 3.195, -0.659)
C (-4.092, 2.603, -0.423)
C (-2.985, 2.745, -1.248)
C (-3.073, 3.528, -2.388)
C (-1.720, 2.052, -0.907)
O (-1.804, 1.029, -0.097)
O (-0.615, 2.366, -1.362)
H (-6.296, 4.417, -1.969)
H (-4.017, 1.982, 0.457)
H (-2.221, 3.660, -3.041)



2.
Below is a single C19H21BrN2O2S molecule, with properties calculated with ωB97M-V with the def2-TZVPD basis set.

Output
- LUMO level: 0.0157 hartree
- Molecular weight: 421.36 g mol⁻¹
- Maximum force: 0.7 eV/Å
- SMILES string: CCc1ccc(OCC(=O)NC(=S)Nc2ccc(C)cc2C)c(Br)c1
- Total energy: -107997.713 eV
- Frontier orbital gap: 8.548 eV
- Total charge: 0

CARTESIAN COORDINATES (ANGSTROEM)
C (-6.852, -1.392, -2.676)
C (-5.737, -0.756, -3.496)
C (-4.521, -0.335, -2.715)
C (-4.419, -0.429, -1.337)
C (-3.277, -0.023, -0.662)
C (-2.198, 0.493, -1.362)
O (-1.023, 0.930, -0.829)
C (-0.817, 0.840, 0.556)
C (0.574, 1.362, 0.917)
O (1.004, 1.278, 2.042)
N (1.233, 1.926, -0.134)
C (2.465, 2.569, -0.062)
S (2.694, 3.971, -0.890)
N (3.424, 2.033, 0.707)
C (3.521, 0.717, 1.191)
C (3.107, -0.356, 0.412)
C (3.234, -1.648, 0.885)
C (3.789, -1.894, 2.132)
C (3.925, -3.287, 2.664)
C (4.215, -0.811, 2.893)
C (4.091, 0.494, 2.448)
C (4.526, 1.650, 3.294)
C (-2.301, 0.586, -2.752)
Br (-0.807, 1.288, -3.696)
C (-3.435, 0.183, -3.420)
H (-7.669, -1.680, -3.333)
H (-7.241, -0.693, -1.940)
H (-6.497, -2.284, -2.165)
H (-5.417, -1.460, -4.270)
H (-6.132, 0.124, -4.013)
H (-5.237, -0.824, -0.756)
H (-3.238, -0.113, 0.412)
H (-1.554, 1.437, 1.112)
H (-0.880, -0.199, 0.906)
H (0.692, 2.116, -0.971)
H (4.211, 2.643, 0.890)
H (2.694, -0.179, -0.571)
H (2.905, -2.473, 0.269)
H (4.944, -3.469, 3.004)
H (3.674, -4.022, 1.903)
H (3.260, -3.431, 3.516)
H (4.647, -0.993, 3.867)
H (4.846, 1.307, 4.273)
H (3.699, 2.347, 3.421)
H (5.357, 2.184, 2.830)
H (-3.478, 0.270, -4.495)



3.
Below is a 2-piece molecular cluster, C19H21Cl2N3O5 overall at a distorted geometry, with properties calculated with ωB97M-V with the def2-TZVPD basis set.

Output
- LUMO level: 0.0073 hartree
- Molecular weight: 442.30 g mol⁻¹
- Maximum force: 2.2 eV/Å
- SMILES string: O=C(O)c1ccccc1Nc1cc(Cl)cc(Cl)c1.CNC(=O)[C@H](CO)NC(C)=O
- Total energy: -59798.102 eV
- Frontier orbital gap: 8.452 eV
- Total charge: 0

CARTESIAN COORDINATES (ANGSTROEM)
O (-5.413, -2.509, 3.806)
C (-6.103, -1.502, 3.881)
O (-7.137, -1.412, 4.749)
C (-5.839, -0.338, 2.993)
C (-6.719, 0.765, 3.070)
C (-6.565, 1.883, 2.250)
C (-5.533, 1.921, 1.320)
C (-4.651, 0.847, 1.226)
C (-4.764, -0.278, 2.060)
N (-3.856, -1.342, 1.960)
C (-2.860, -1.550, 1.006)
C (-1.849, -0.614, 0.749)
C (-0.867, -0.869, -0.214)
Cl (0.361, 0.319, -0.570)
C (-0.874, -2.088, -0.897)
C (-1.853, -3.046, -0.622)
Cl (-1.844, -4.574, -1.464)
C (-2.839, -2.771, 0.329)
H (-7.136, -2.256, 5.224)
H (-7.549, 0.765, 3.772)
H (-7.257, 2.717, 2.329)
H (-5.417, 2.782, 0.667)
H (-3.877, 0.907, 0.473)
H (-4.150, -2.171, 2.489)
H (-1.824, 0.315, 1.307)
H (-0.113, -2.297, -1.641)
H (-3.602, -3.515, 0.530)
C (3.986, 3.345, -2.794)
N (3.502, 2.928, -1.478)
C (3.765, 1.781, -0.842)
O (3.292, 1.587, 0.272)
C (4.631, 0.696, -1.502)
C (3.734, -0.395, -2.103)
O (2.860, 0.143, -3.073)
N (5.538, 0.097, -0.511)
C (6.709, -0.499, -0.724)
C (7.272, -0.587, -2.129)
O (7.340, -0.972, 0.206)
H (3.548, 4.308, -3.061)
H (3.707, 2.612, -3.554)
H (5.073, 3.449, -2.779)
H (2.920, 3.572, -0.963)
H (5.216, 1.142, -2.303)
H (4.354, -1.156, -2.577)
H (3.149, -0.867, -1.312)
H (2.049, 0.420, -2.633)
H (5.241, 0.140, 0.455)
H (6.592, -1.145, -2.766)
H (8.230, -1.105, -2.090)
H (7.422, 0.416, -2.523)



4.
Below is a single C19H21Cl2N3S molecule, with properties calculated with ωB97M-V with the def2-TZVPD basis set.

Output
- LUMO level: 0.0175 hartree
- Molecular weight: 394.37 g mol⁻¹
- Maximum force: 0.6 eV/Å
- SMILES string: S=C(Nc1ccc(Cl)cc1Cl)NC1CCN(Cc2ccccc2)CC1
- Total energy: -60395.416 eV
- Frontier orbital gap: 8.741 eV
- Total charge: 0

CARTESIAN COORDINATES (ANGSTROEM)
S (-2.279, -3.992, -0.294)
C (-2.462, -2.369, -0.059)
N (-3.615, -1.780, -0.504)
C (-4.134, -0.522, -0.259)
C (-3.879, 0.203, 0.907)
C (-4.431, 1.453, 1.112)
C (-5.271, 2.000, 0.154)
Cl (-5.959, 3.562, 0.398)
C (-5.578, 1.290, -0.997)
C (-5.014, 0.045, -1.195)
Cl (-5.411, -0.839, -2.631)
N (-1.540, -1.590, 0.533)
C (-0.249, -2.081, 0.967)
C (0.797, -1.993, -0.148)
C (1.165, -0.543, -0.443)
N (1.664, 0.098, 0.758)
C (2.232, 1.404, 0.478)
C (3.485, 1.285, -0.347)
C (3.718, 2.122, -1.428)
C (4.885, 2.010, -2.165)
C (5.827, 1.053, -1.832)
C (5.599, 0.210, -0.756)
C (4.437, 0.328, -0.016)
C (0.640, 0.141, 1.780)
C (0.231, -1.277, 2.175)
H (-4.154, -2.361, -1.135)
H (-3.275, -0.238, 1.684)
H (-4.221, 1.995, 2.019)
H (-6.248, 1.704, -1.733)
H (-1.610, -0.592, 0.395)
H (-0.399, -3.130, 1.244)
H (1.692, -2.525, 0.174)
H (0.415, -2.475, -1.048)
H (0.289, -0.002, -0.854)
H (1.954, -0.514, -1.198)
H (1.508, 2.068, -0.030)
H (2.488, 1.867, 1.438)
H (2.983, 2.869, -1.696)
H (5.055, 2.669, -3.004)
H (6.735, 0.963, -2.409)
H (6.332, -0.539, -0.493)
H (4.248, -0.326, 0.821)
H (-0.246, 0.720, 1.447)
H (1.048, 0.651, 2.657)
H (1.100, -1.782, 2.596)
H (-0.550, -1.239, 2.936)